A molecular structure, C12H24EuN6O6. Source: OMol25; level of theory: ωB97M-V with the def2-TZVPD basis set.

E_HOMO (alpha / beta) ... -6.92 / -6.94 eV
Orbital gap (alpha / beta) ... 5.74 / 5.27 eV
Spin multiplicity ... 8

Each line ends with the Löwdin spin population.
Atoms and positions in Å:
1 O 2.44102 -0.96178 0.62333  -0.014
2 H 2.79959 -0.69784 1.80145  0.000
3 Eu 0.21381 -1.09544 -0.44835  6.090
4 N 1.23469 -0.30835 -2.58149  0.233
5 N 1.30820 1.51950 -0.86788  0.096
6 N -1.60695 -2.04569 1.21397  -0.008
7 N -0.91361 0.42111 1.32303  -0.008
8 O 1.42277 -1.59068 -2.55721  0.324
9 O -1.82797 -3.31849 1.11158  -0.001
10 O -0.61334 1.74832 1.44233  -0.002
11 O 1.50450 2.25051 0.18979  0.302
12 C 2.35201 1.56168 -1.75207  0.038
13 C 2.38309 0.46293 -2.64093  -0.024
14 C -2.44470 -1.26665 1.94200  0.001
15 C -2.03010 0.10828 2.01514  0.000
16 C 3.62064 -0.00227 -3.30773  -0.008
17 H 4.27454 -0.53294 -2.58626  -0.003
18 H 4.17864 0.84280 -3.73934  -0.002
19 H 3.36509 -0.70510 -4.11301  -0.002
20 C 3.46252 2.52083 -1.56336  0.002
21 H 4.04225 2.26943 -0.66093  0.001
22 H 3.09445 3.54861 -1.44556  0.001
23 H 4.13988 2.49834 -2.42002  0.000
24 C -3.67626 -1.71954 2.64225  0.000
25 C -2.79693 1.14209 2.77858  0.000
26 H -3.80923 -2.79702 2.54888  0.000
27 H -4.56070 -1.24107 2.20432  0.000
28 H -3.64126 -1.46468 3.70953  0.000
29 H -2.24106 2.08872 2.69915  0.000
30 H -2.87924 0.84213 3.83697  0.000
31 H -3.81893 1.27062 2.37670  0.000
32 H -0.35733 -3.62296 0.36117  0.000
33 H 0.29213 1.89529 0.92848  -0.002
34 C 3.17396 -0.42210 2.99947  -0.002
35 H 4.05800 -0.98157 3.32208  0.000
36 H 2.29782 -0.63698 3.63713  0.000
37 H 3.39660 0.64528 2.96651  0.000
38 O 0.52025 -3.39016 -0.08437  -0.008
39 H 3.18725 -1.45556 0.22072  0.000
40 H 1.24123 -3.59768 0.53363  0.000
41 N -3.94282 0.60387 -2.13943  0.000
42 C -3.04486 1.55832 -2.59414  0.000
43 C -1.80702 1.13207 -2.18643  0.000
44 N -1.95116 -0.08312 -1.53238  -0.006
45 C -3.24309 -0.35930 -1.48708  0.000
46 H -4.94348 0.59198 -2.27031  0.000
47 H -3.33938 2.43003 -3.15170  0.000
48 H -0.82721 1.57457 -2.28283  0.000
49 H -3.68831 -1.23036 -1.01540  0.000